# 1
The following is a quantum chemistry calculation of a molecular structure, C7H18FI2OP2Pt at a distorted geometry, from the Open Molecules 2025 dataset.

Output
Net charge   +3
HOMO energy (alpha / beta)   -0.7249 / -0.7793 hartree
<S²>   6.02
Max |F|   7.5 eV Å⁻¹
Energy relative to the best compared isomer or geometry (same formula, charge and spin)   0.00 kJ/mol
Orbital gap (alpha / beta)   6.56 / 4.70 eV
2S+1   5

Positions of all 32 atoms, in Å:
I: -2.6874 0.0865 -0.0579
I: 2.4713 0.1462 0.0341
Pt: -0.0554 0.0599 0.0490
P: 0.0359 -2.3419 -0.0481
C: -0.3756 -3.3422 1.3612
C: -1.2316 -2.9197 -1.2219
H: -1.0188 -3.9905 -1.4319
H: 1.3671 -4.0032 -1.1450
H: -1.1858 -2.3419 -2.1423
H: 1.7226 -2.3648 -1.7674
H: -1.2975 -3.0404 1.8360
H: -2.2375 -2.8237 -0.7652
C: 1.5320 -2.9511 -0.8731
H: -0.3961 -4.3801 1.0057
H: 2.3653 -2.8581 -0.1944
H: 0.4546 -3.1457 2.0438
P: 0.0068 2.4099 -0.2476
C: -0.2092 3.2315 1.3231
C: 1.4677 3.1844 -0.9746
H: -1.3889 2.5352 -2.2417
H: -1.1591 4.1172 -1.4939
H: -2.3071 2.9508 -0.8056
C: -1.3359 3.0578 -1.2866
H: 1.7605 2.6927 -1.8967
H: 1.2976 4.2368 -1.2036
H: -0.1869 4.3082 1.1755
H: 0.5822 2.9656 2.0161
H: 2.3172 3.1113 -0.3025
H: -1.1541 2.9647 1.7848
C: 0.0491 -0.2816 2.0367
O: -0.3813 0.1236 3.0748
F: 1.1784 -1.3975 2.3593

Forces on atoms 1 to 6 (eV/Å):
0.67 -0.11 -0.17
0.24 -0.20 -0.02
-0.39 -0.29 -1.34
-1.31 -2.15 -1.68
1.27 0.29 0.63
-0.23 0.41 0.01

Results of the Mulliken charge analysis, in e, for atoms 1 through 6:
1. I 0.50
2. I 0.55
3. Pt 0.84
4. P 0.58
5. C -1.14
6. C -1.31

# 2
The following is a quantum chemistry calculation of 11 unconnected molecules or ions with the total composition C25H46BCl2N4O31 at a distorted geometry, from the Open Molecules 2025 dataset.

Output
Net charge   -1
HOMO energy   -0.3104 hartree
Max |F|   5.0 eV Å⁻¹
Orbital gap   10.26 eV

Positions of all 109 atoms, in Å:
O: 19.0109 19.3089 -9.3656
C: 18.9042 18.1042 -9.0938
O: 19.6411 17.1359 -9.5378
B: 19.2074 15.8263 -8.9651
O: 18.1403 16.2554 -8.0234
C: 17.8765 17.5027 -8.1121
O: 16.8795 18.0533 -7.5787
O: 20.3716 15.1915 -8.3790
C: 20.5988 13.9823 -8.9331
O: 21.5970 13.3392 -8.7387
C: 19.5653 13.8444 -10.0399
O: 18.8116 14.9754 -10.0854
O: 19.4823 12.8562 -10.7656
Cl: 17.1767 12.8340 -6.8020
C: 16.1322 14.3215 -6.5978
C: 15.4205 14.8956 -7.8662
Cl: 14.0491 13.8921 -8.4598
H: 16.8236 15.0785 -6.2277
H: 15.4128 14.0502 -5.8251
H: 16.1167 14.9472 -8.7033
H: 15.1498 15.9240 -7.6268
C: 23.1958 15.8360 -6.7567
N: 24.3066 16.8121 -6.3955
O: 24.8954 17.3269 -7.3389
O: 24.6209 16.9511 -5.2522
H: 22.8714 15.9102 -7.7947
H: 22.2980 16.0657 -6.1828
H: 23.5102 14.8544 -6.4021
C: 16.9785 18.9836 -12.5738
N: 15.6080 19.0303 -13.2400
O: 15.3886 19.8665 -14.1740
O: 14.7455 18.3266 -12.7594
H: 17.1799 17.9178 -12.6813
H: 17.0101 19.2320 -11.5129
H: 17.7185 19.4380 -13.2326
C: 17.5248 13.7253 -13.0356
N: 18.7755 13.1503 -13.6100
O: 19.6629 13.9434 -13.9052
O: 18.7950 11.9142 -13.7901
H: 17.2015 13.2822 -12.0936
H: 16.8986 13.6993 -13.9274
H: 17.8014 14.7572 -12.8197
C: 18.3793 22.6558 -8.1451
N: 18.1927 23.6704 -9.2247
O: 17.1160 23.7291 -9.8456
O: 19.0640 24.5208 -9.3432
H: 18.6070 23.0702 -7.1630
H: 19.0459 21.8910 -8.5435
H: 17.3737 22.2439 -8.0600
C: 21.1759 19.6565 -11.9741
O: 20.1162 20.2728 -12.6378
C: 19.7011 21.4152 -12.1820
O: 19.9994 21.9492 -11.1322
O: 18.9069 21.9944 -13.0686
C: 18.2055 23.2094 -12.8785
H: 22.1534 19.9474 -12.3588
H: 21.0140 18.5908 -12.1354
H: 21.1502 19.7769 -10.8911
H: 17.7592 23.6222 -13.7833
H: 18.9291 23.9033 -12.4507
H: 17.4884 23.1239 -12.0621
C: 24.6616 9.2715 -10.2048
O: 23.4387 9.2991 -10.8814
C: 22.2985 9.5975 -10.1349
O: 22.2612 10.0703 -9.0006
O: 21.2172 9.3591 -10.8346
C: 19.8587 9.6049 -10.4206
H: 24.8633 9.9517 -9.3772
H: 25.4337 9.4648 -10.9496
H: 24.7026 8.2939 -9.7246
H: 19.7672 10.1443 -9.4778
H: 19.2952 8.6931 -10.2229
H: 19.4426 10.2298 -11.2108
C: 19.5098 14.7791 -5.2567
O: 20.2540 15.1354 -4.1737
C: 20.4795 14.2306 -3.1150
O: 20.3831 13.0162 -3.2512
O: 20.9177 14.8734 -1.9618
C: 20.8656 16.3083 -1.8829
H: 18.4694 14.6044 -4.9826
H: 19.9759 13.9454 -5.7818
H: 19.5209 15.6258 -5.9431
H: 20.0116 16.7825 -2.3666
H: 21.7773 16.6872 -2.3446
H: 20.9240 16.6356 -0.8449
C: 26.0157 13.3416 -3.6911
O: 24.7245 12.8827 -3.5485
C: 23.8760 12.4269 -4.5141
O: 22.6968 12.0437 -4.2541
O: 24.4367 12.3794 -5.6834
C: 23.8524 11.6939 -6.7825
H: 26.5294 13.2478 -4.6479
H: 26.7217 13.0062 -2.9314
H: 25.8335 14.3954 -3.4808
H: 24.5199 11.7493 -7.6424
H: 22.9466 12.1116 -7.2217
H: 23.7538 10.6316 -6.5590
C: 23.9697 15.2684 -10.7642
O: 22.8159 15.7866 -11.4704
C: 22.9325 15.7716 -12.9060
O: 23.8606 15.5049 -13.6374
O: 21.7485 16.2134 -13.3056
C: 21.6446 16.7924 -14.5919
H: 24.8520 15.1428 -11.3917
H: 23.7921 14.3545 -10.1974
H: 24.3299 16.0583 -10.1051
H: 21.9389 17.8390 -14.5132
H: 20.5687 16.7083 -14.7450
H: 22.0420 16.3511 -15.5059

Forces on atoms 1 to 6 (eV/Å):
-0.32 -2.63 0.42
0.04 3.42 -0.07
0.18 0.01 -0.27
0.80 1.08 -0.63
0.48 -2.73 0.21
-3.72 2.98 0.99

Results of the Mulliken charge analysis, in e, for atoms 1 through 6:
1. O -0.63
2. C 0.27
3. O -0.73
4. B 0.95
5. O -0.22
6. C 0.51

# 3
The following is a quantum chemistry calculation of a molecular structure, C41H42OsP2Se at a distorted geometry, from the Open Molecules 2025 dataset.

Output
Net charge   +2
HOMO energy (alpha / beta)   -0.4590 / -0.4819 hartree
<S²>   6.04
Max |F|   2.4 eV Å⁻¹
Energy relative to the best compared isomer or geometry (same formula, charge and spin)   0.00 kJ/mol
Orbital gap (alpha / beta)   6.44 / 5.08 eV
2S+1   5

Positions of all 87 atoms, in Å:
Os: -1.0655 0.7054 4.5887
C: -0.1786 2.7674 5.3755
C: -0.4398 2.5940 3.9970
C: 0.6555 2.3734 2.9625
C: 1.3525 1.0055 2.9748
C: 0.8026 -0.0218 3.9504
C: 0.9336 0.1320 5.3735
C: 1.7944 1.1942 6.0142
C: 1.1745 2.6433 6.0135
C: -2.4845 -0.1205 3.4203
H: -0.9194 3.3252 5.9758
H: -1.3918 3.0145 3.6394
H: 1.4263 3.1486 3.0813
H: 0.1938 2.5343 1.9713
H: 1.2884 0.5570 1.9636
H: 2.4220 1.1690 3.1693
H: 0.7218 -1.0502 3.5746
H: 0.8000 -0.7633 6.0119
H: 2.8043 1.2116 5.5500
H: 1.9488 0.8898 7.0671
H: 1.0743 2.9411 7.0737
H: 1.9170 3.3338 5.5642
H: -3.4432 0.3205 3.7487
H: -2.5363 -1.1979 3.6304
H: -2.3539 0.0311 2.3409
P: -0.2264 -0.0692 -4.4532
P: 0.3551 -2.9981 -3.7329
C: 1.4932 -0.6506 -4.5116
C: 1.7458 -1.9314 -4.1499
C: -0.2241 0.8471 -6.0480
C: 0.9392 1.3206 -6.6664
C: 0.8622 2.1097 -7.8140
C: -0.3806 2.3603 -8.3996
C: -1.5370 1.7942 -7.8505
C: -1.4656 1.0272 -6.6893
C: -0.1453 1.2309 -3.1504
C: -0.0677 0.7531 -1.8284
C: -0.0021 1.6476 -0.7663
C: 0.0003 3.0315 -1.0132
C: -0.0445 3.5038 -2.3336
C: -0.1368 2.6121 -3.4070
C: 0.8371 -4.4381 -4.8659
C: 0.6650 -4.2321 -6.2493
C: 1.0338 -5.2277 -7.1550
C: 1.5841 -6.4279 -6.6974
C: 1.7664 -6.6350 -5.3273
C: 1.3747 -5.6490 -4.4125
C: 0.9469 -3.6746 -2.1481
C: -0.0093 -4.3737 -1.3902
C: 0.3611 -4.9568 -0.1818
C: 1.6809 -4.8192 0.2896
C: 2.6256 -4.1263 -0.4707
C: 2.2657 -3.5426 -1.6868
H: 2.2796 0.0260 -4.8621
H: 2.7441 -2.3796 -4.1267
H: 1.9254 1.0881 -6.2746
H: 1.7877 2.5088 -8.2368
H: -0.4364 2.9797 -9.2978
H: -2.5032 1.9483 -8.3303
H: -2.3493 0.5665 -6.2571
H: -0.0381 -0.3249 -1.6437
H: 0.0506 1.2729 0.2582
H: 0.0390 3.7327 -0.1772
H: -0.0049 4.5799 -2.5235
H: -0.1807 2.9901 -4.4309
H: 0.2548 -3.2837 -6.5968
H: 0.8990 -5.0548 -8.2253
H: 1.8801 -7.2019 -7.4083
H: 2.2168 -7.5568 -4.9590
H: 1.5010 -5.8177 -3.3416
H: -1.0306 -4.4723 -1.7638
H: -0.3695 -5.5289 0.3841
H: 1.9688 -5.2659 1.2438
H: 3.6633 -4.0365 -0.1332
H: 3.0176 -3.0047 -2.2607
Se: -2.3088 0.5666 6.5767
C: -2.8896 2.2570 7.2740
C: -2.3197 2.8054 8.4508
C: -2.7298 4.0689 8.8958
C: -3.7530 4.7431 8.2081
C: -4.4186 4.1440 7.1251
C: -3.9937 2.8939 6.6672
H: -1.6008 2.2188 9.0269
H: -2.2629 4.5297 9.7753
H: -4.0382 5.7472 8.5270
H: -5.2600 4.6546 6.6432
H: -4.5344 2.3817 5.8703

Forces on atoms 1 to 6 (eV/Å):
0.31 1.91 1.02
-0.66 0.33 -0.13
0.51 0.25 0.17
-0.15 0.84 -0.60
0.43 -0.55 -0.53
0.94 -0.82 0.40

Results of the Mulliken charge analysis, in e, for atoms 1 through 6:
1. Os 0.53
2. C -0.45
3. C -0.59
4. C -0.18
5. C -0.70
6. C -0.45

# 4
The following is a quantum chemistry calculation of 2 unconnected molecules or ions with the total composition C4H7NO at a distorted geometry, from the Open Molecules 2025 dataset.

Output
Net charge   0
HOMO energy   -0.3348 hartree
Max |F|   5.3 eV Å⁻¹
Energy relative to the best compared isomer or geometry (same formula, charge and spin)   521.32 kJ/mol
Orbital gap   9.80 eV

Positions of all 13 atoms, in Å:
C: -1.7108 -0.1219 0.5158
C: -0.4464 -0.7402 0.0634
C: 0.2106 -0.3359 -1.2121
N: 0.6954 0.0593 0.0826
C: 1.7276 0.7111 0.4975
O: 2.4685 1.1968 -0.4038
H: -1.7790 -0.1113 1.6100
H: -2.5336 -0.7127 0.0954
H: -1.7930 0.9000 0.1275
H: -0.2298 -1.7468 0.4120
H: 0.8496 -1.0543 -1.7292
H: 0.7611 1.1259 -1.6362
H: 1.7798 0.8300 1.5771

Forces on atoms 1 to 6 (eV/Å):
-0.98 -0.01 0.02
-0.64 0.37 0.82
3.27 4.03 -0.90
-0.52 -2.39 0.02
1.57 1.36 -2.00
-0.52 -0.27 1.92

Results of the Mulliken charge analysis, in e, for atoms 1 through 6:
1. C -1.25
2. C 0.30
3. C -0.67
4. N 0.00
5. C 0.14
6. O -0.64

# 5
The following is a quantum chemistry calculation of a single C3H6O2S2 molecule at a distorted geometry, from the Open Molecules 2025 dataset.

Output
Net charge   0
HOMO energy   -0.3461 hartree
Max |F|   1.3 eV Å⁻¹
Energy relative to the best compared isomer or geometry (same formula, charge and spin)   172.43 kJ/mol
Orbital gap   8.49 eV

Positions of all 13 atoms, in Å:
C: -0.4773 -0.4310 0.0113
C: 1.8722 0.3893 -0.2621
C: 0.9496 -0.7106 0.2562
O: -2.8466 0.6933 1.3107
O: -2.5505 1.1792 -1.0510
S: -1.5894 -1.5920 -0.2051
S: -3.1899 0.3431 -0.0530
H: -0.7650 0.6166 -0.0311
H: 1.7784 0.4879 -1.3407
H: 2.9052 0.1481 -0.0261
H: 1.6255 1.3439 0.1955
H: 1.0635 -0.7808 1.3462
H: 1.2244 -1.6870 -0.1509

Forces on atoms 1 to 6 (eV/Å):
0.08 -1.04 -0.16
-0.08 -0.13 0.00
0.52 -0.02 0.05
-0.17 -0.07 -0.15
-0.21 -0.10 0.04
0.78 0.08 0.01

Results of the Mulliken charge analysis, in e, for atoms 1 through 6:
1. C -0.03
2. C -1.21
3. C -0.26
4. O -0.44
5. O -0.48
6. S -0.21

# 6
The following is a quantum chemistry calculation of 2 unconnected molecules or ions with the total composition CN3O6 at a distorted geometry, from the Open Molecules 2025 dataset.

Output
Net charge   -1
HOMO energy (alpha / beta)   -0.1776 / -0.1776 hartree
Max |F|   6.4 eV Å⁻¹
Energy relative to the best compared isomer or geometry (same formula, charge and spin)   680.35 kJ/mol
Orbital gap (alpha / beta)   7.90 / 7.91 eV

Positions of all 10 atoms, in Å:
C: -0.3670 0.1983 -0.3367
N: 0.2350 -1.5173 0.9060
N: 0.3434 0.3234 -1.4920
N: -0.5256 1.1429 0.6712
O: -0.6564 -2.2606 1.1833
O: 1.3923 -1.5544 0.9937
O: 0.5507 -0.6808 -2.1119
O: 0.5333 1.4091 -1.9362
O: -0.4633 0.7402 1.8003
O: -1.0423 2.1991 0.3223

Forces on atoms 1 to 6 (eV/Å):
0.08 -3.28 2.59
-3.42 3.53 -4.07
-1.42 -0.48 1.07
-1.37 -0.50 -1.81
0.47 -0.50 0.72
2.63 -1.07 1.16

Results of the Mulliken charge analysis, in e, for atoms 1 through 6:
1. C -0.07
2. N 0.73
3. N 0.90
4. N 0.94
5. O -0.53
6. O -0.47

# 7
The following is a quantum chemistry calculation of a molecular structure, C44H49NP2Pd at a distorted geometry, from the Open Molecules 2025 dataset.

Output
Net charge   0
HOMO energy (alpha / beta)   -0.2115 / -0.2218 hartree
<S²>   2.02
Max |F|   4.8 eV Å⁻¹
Energy relative to the best compared isomer or geometry (same formula, charge and spin)   421.21 kJ/mol
Orbital gap (alpha / beta)   5.84 / 5.98 eV
2S+1   3

Positions of all 97 atoms, in Å:
Pd: -0.0041 2.8439 -3.6044
C: -1.4760 1.5691 -3.7321
C: -0.9727 0.3554 -3.1099
C: 0.3586 -0.2452 -3.4224
C: 0.9481 0.2336 -4.8036
C: 1.1908 1.7170 -4.6911
C: 0.4521 2.6555 -5.4909
C: -0.8128 2.2236 -6.1883
C: -1.7281 1.3781 -5.2665
C: 1.9284 0.6964 2.1553
H: -2.4244 1.8966 -3.2534
H: -1.7862 -0.4456 -3.2034
H: 0.1896 -1.3450 -3.4225
H: 1.1248 -0.0579 -2.6147
H: 1.8997 -0.2679 -5.0609
H: 0.2591 -0.0440 -5.6117
H: 2.1855 1.9855 -4.3329
H: 0.9869 3.5182 -5.8935
H: -0.6139 1.6719 -7.1192
H: -1.3556 3.1176 -6.4913
H: -2.7808 1.6274 -5.4874
H: -1.6791 0.3068 -5.5003
H: 0.6216 0.7234 2.4392
H: 2.2623 1.7372 2.1986
H: 2.3903 0.0974 2.9487
P: -1.6709 -0.9196 -1.0916
P: 2.3388 -0.0212 0.6018
C: -0.3028 -0.3750 -0.0856
C: 0.9476 -0.9128 -0.0876
C: -2.2802 -2.5107 -0.5637
C: -2.7305 -3.4323 -1.5254
C: -3.2380 -4.6477 -1.0852
C: -3.3251 -4.9697 0.2655
C: -2.8950 -4.0251 1.1953
C: -2.3655 -2.7953 0.8023
C: -2.9638 0.3051 -0.6888
C: -2.6110 1.6616 -0.5661
C: -3.6040 2.6293 -0.3931
C: -4.9147 2.2282 -0.1389
C: -5.2603 0.8745 -0.1995
C: -4.2994 -0.0812 -0.5238
C: 3.7183 -1.1797 0.7721
C: 3.4298 -2.5507 0.8039
C: 4.4698 -3.4845 0.9014
C: 5.7935 -3.0474 1.0456
C: 6.0765 -1.6817 1.0808
C: 5.0511 -0.7403 0.9507
C: 2.8969 1.2492 -0.5736
C: 2.4033 2.5685 -0.5072
C: 2.9664 3.5617 -1.3126
C: 3.9809 3.2551 -2.2235
C: 4.4221 1.9305 -2.3413
C: 3.8546 0.9274 -1.5510
H: -0.5401 0.5006 0.5353
H: 1.1552 -1.8575 -0.6106
H: -2.6879 -3.1800 -2.5859
H: -3.5853 -5.3674 -1.8182
H: -3.7372 -5.9390 0.5927
H: -2.9871 -4.2493 2.2480
H: -2.0357 -2.0679 1.5452
H: -1.5630 1.9620 -0.6548
H: -3.3356 3.6947 -0.4233
H: -5.6746 2.9780 0.0954
H: -6.2913 0.5575 -0.0212
H: -4.5766 -1.1346 -0.6524
H: 2.3944 -2.8933 0.7375
H: 4.2426 -4.5469 0.8673
H: 6.6026 -3.7800 1.1358
H: 7.1100 -1.3385 1.2024
H: 5.2765 0.3294 0.9814
H: 1.5919 2.8123 0.1879
H: 2.6108 4.5940 -1.2318
H: 4.4268 4.0385 -2.8450
H: 5.2147 1.6732 -3.0446
H: 4.1825 -0.1114 -1.6698
C: 0.1985 0.5031 6.0791
N: 0.0357 -0.8545 5.6417
C: 0.7222 -1.8666 6.3964
C: -0.2835 -1.1514 4.2752
C: -1.1565 -0.0891 3.6345
C: -2.5415 -0.0497 3.9086
C: -3.2756 1.0883 3.5494
C: -2.6325 2.1440 2.9176
C: -1.2880 2.0202 2.5207
C: -0.5705 0.8780 2.8490
H: 0.9895 1.0451 5.5267
H: 0.4663 0.4712 7.1445
H: -0.7394 1.0670 5.9597
H: 0.2726 -2.8451 6.1803
H: 1.8025 -1.9229 6.1654
H: 0.6181 -1.6328 7.4631
H: 0.6467 -1.2598 3.6756
H: -0.7759 -2.1420 4.2750
H: -3.0113 -0.8817 4.4310
H: -4.3489 1.1445 3.7727
H: -3.1690 3.0734 2.6953
H: -0.8055 2.8212 1.9647

Forces on atoms 1 to 6 (eV/Å):
-0.24 2.79 3.84
-2.11 0.22 -0.29
-1.55 -2.04 -1.00
0.94 -0.98 -0.05
-0.25 -0.46 1.17
0.83 0.04 -2.68

Results of the Mulliken charge analysis, in e, for atoms 1 through 6:
1. Pd -0.22
2. C -0.28
3. C 0.00
4. C 0.51
5. C -1.15
6. C -0.37

# 8
The following is a quantum chemistry calculation of a single C8H11ClN6S molecule at a distorted geometry, from the Open Molecules 2025 dataset.

Output
Net charge   0
HOMO energy   -0.2978 hartree
Max |F|   1.1 eV Å⁻¹
Orbital gap   8.74 eV

Positions of all 27 atoms, in Å:
C: -3.5818 -1.5022 -0.8650
C: -3.3095 -0.6784 0.3948
C: -1.9707 -0.0319 0.3292
N: -1.8035 1.2500 0.0479
N: -0.5063 1.4979 0.0487
C: -0.0168 2.8188 -0.2196
C: 0.2220 0.3843 0.3113
C: 1.6606 0.3941 0.3811
N: 2.3677 1.3660 0.8936
N: 3.6552 0.9768 0.7882
C: 3.7744 -0.2487 0.2187
S: 5.1147 -1.1337 -0.1204
N: 2.4747 -0.6197 -0.0472
N: 2.1505 -1.7226 -0.8115
C: -0.7118 -0.6312 0.5036
Cl: -0.4225 -2.2515 0.9839
H: -2.8365 -2.2860 -0.9788
H: -4.5638 -1.9643 -0.8050
H: -3.5491 -0.8641 -1.7444
H: -4.0617 0.1035 0.4970
H: -3.3534 -1.3279 1.2722
H: 0.6000 2.8225 -1.1193
H: 0.5812 3.1753 0.6183
H: -0.8835 3.4592 -0.3659
H: 4.4040 1.5597 1.1222
H: 3.0344 -2.1908 -1.0290
H: 1.5316 -2.3552 -0.3046

Forces on atoms 1 to 6 (eV/Å):
-0.06 0.06 0.17
0.02 -0.03 -0.18
0.31 -0.11 0.10
-0.78 0.24 0.01
0.38 -0.74 0.07
0.19 0.62 -0.08

Results of the Mulliken charge analysis, in e, for atoms 1 through 6:
1. C -1.07
2. C -0.67
3. C 0.27
4. N -1.11
5. N 0.93
6. C -0.81